Computed, not measured: a 2-piece molecular cluster, CH7N2O2 overall in a non-equilibrium geometry, with ωB97M-V/def2-TZVPD.

Structure (XYZ):
```
12
Properties=species:S:1:pos:R:3:forces:R:3:lowdin_charge:R:1
C -1.355 -0.113 0.366 1.14 0.81 0.28 -0.1990
N -0.339 1.932 0.136 0.55 0.63 1.31 0.1248
N 1.011 -0.982 -0.105 -0.16 0.10 0.06 0.0550
O -2.120 -1.056 0.000 -0.38 -0.12 -0.21 0.2324
O -1.202 0.937 -0.346 -0.85 -0.97 -0.71 0.0137
H -0.869 -0.222 1.337 -0.34 0.19 -0.21 0.1773
H 0.605 1.549 0.225 -0.29 -0.12 -0.45 0.1003
H -0.380 2.707 -0.523 -0.12 -0.48 -0.10 0.1290
H 0.819 -1.972 0.009 0.07 -0.07 -0.01 0.0583
H 1.376 -0.863 -1.045 0.07 -0.02 0.04 0.0613
H 1.756 -0.757 0.547 0.10 -0.10 -0.08 0.0575
H -2.579 -0.938 -0.856 0.21 0.15 0.09 0.1896
```
Forces are in eV/Å.

The net charge is +1. The calculation puts the total energy at -8216.7019 eV.

---

Computed, not measured: C12H33N2NaO6S3 as an isolated structure in a non-equilibrium geometry, with ωB97M-V/def2-TZVPD.

Structure (XYZ):
```
57
Properties=species:S:1:pos:R:3:forces:R:3:lowdin_charge:R:1
Na 0.157 0.435 0.396 -0.09 -0.51 0.00 0.3030
N 0.805 4.123 0.641 1.83 -1.65 -2.32 -0.5879
O 0.441 2.942 0.533 0.46 -0.13 -0.57 0.1771
O 0.240 4.755 1.445 -1.90 2.50 2.83 0.2717
O 1.704 4.612 -0.034 -0.42 -0.72 0.07 0.2223
C -0.178 -1.928 -2.602 1.17 -0.01 0.04 -0.0594
C 0.861 -0.830 -2.858 0.67 -0.52 -0.62 -0.2555
N 0.640 0.440 -2.188 -1.41 1.97 -0.11 -0.1762
C -0.622 1.073 -2.667 -0.50 -0.35 -1.05 -0.2503
C -0.586 1.640 -4.114 0.53 0.27 0.36 -0.0663
C 1.701 1.499 -2.288 2.00 -2.84 0.51 -0.2006
C 2.921 1.046 -1.379 -0.49 1.31 -0.30 -0.0576
H -1.133 -1.798 -3.111 -0.20 0.42 0.69 0.0726
H -0.142 -2.100 -1.527 -1.00 -0.15 0.02 0.0590
H 0.205 -2.825 -3.087 0.24 -0.14 0.11 0.0782
H 1.838 -1.201 -2.547 -0.04 -0.11 0.26 0.1075
H 0.962 -0.799 -3.942 0.02 0.77 -0.40 0.1110
H -1.415 0.325 -2.663 0.12 -0.05 0.28 0.0772
H -0.958 1.835 -1.964 0.24 0.10 0.04 0.0986
H -0.321 0.882 -4.851 -0.06 -0.08 0.06 0.0700
H -1.515 2.110 -4.437 -0.28 -0.29 0.29 0.0732
H 0.145 2.443 -4.214 0.19 -0.03 0.04 0.0623
H 1.289 2.489 -2.096 0.09 -0.25 0.31 0.1002
H 2.195 1.500 -3.260 -0.56 0.25 -0.57 0.1109
H 3.295 0.051 -1.616 -0.53 -0.13 0.08 0.0666
H 2.726 1.161 -0.313 -0.09 -0.32 0.09 0.0423
H 3.789 1.672 -1.587 -0.05 0.32 -0.04 0.0715
C -4.441 -0.335 -1.495 0.54 1.51 0.00 -0.2221
S -3.570 -0.218 0.134 1.50 0.70 -0.20 0.8927
O -2.155 0.322 -0.189 -2.31 -0.39 0.30 -0.5815
C -4.477 1.167 0.931 -0.89 0.15 -0.28 -0.2419
H -3.909 -1.007 -2.167 -0.18 -0.53 0.56 0.0512
H -4.281 0.634 -1.967 0.05 0.30 0.13 0.0500
H -5.525 -0.450 -1.461 0.18 -0.54 0.38 0.0616
H -4.007 1.551 1.836 0.73 -0.24 -0.37 0.0562
H -5.459 0.879 1.308 -0.07 -0.74 -0.24 0.0527
H -4.712 1.980 0.244 0.55 0.03 -0.19 0.0573
C -1.970 -3.224 3.003 0.99 0.96 -0.14 -0.2230
S -1.152 -2.995 1.339 0.55 -0.05 0.27 0.8700
O -0.530 -1.614 1.212 -0.56 -1.49 0.78 -0.5826
C 0.214 -4.165 1.691 0.12 0.44 0.85 -0.2437
H -2.014 -4.260 3.339 -0.48 -0.11 -0.69 0.0581
H -2.907 -2.667 2.973 -0.09 -0.45 0.00 0.0428
H -1.336 -2.765 3.761 0.19 0.38 -0.16 0.0527
H 0.660 -3.912 2.653 -0.03 0.41 0.10 0.0474
H 1.022 -4.078 0.964 -0.45 -0.17 -0.31 0.0568
H -0.163 -5.173 1.859 -0.13 -0.03 -0.66 0.0576
C 3.057 1.897 3.649 0.73 -0.60 0.98 -0.2408
S 2.141 0.331 3.596 0.25 0.16 -2.19 0.8974
O 1.875 0.179 2.085 -0.01 0.08 1.44 -0.5893
C 3.495 -0.855 3.941 -0.03 0.37 -0.16 -0.2336
H 4.000 1.727 3.129 -0.21 0.23 -0.37 0.0593
H 3.327 2.082 4.689 -0.09 0.07 0.17 0.0545
H 2.495 2.761 3.293 -0.17 -0.46 -0.21 0.0515
H 3.820 -0.806 4.980 -0.30 -0.03 0.06 0.0592
H 4.371 -0.700 3.311 -0.19 0.33 -0.21 0.0620
H 3.087 -1.833 3.685 -0.12 0.06 0.23 0.0466
```
Forces are in eV/Å.

As for the spin multiplicity: 2. Its expectation value of S² is 0.757. The net charge is +1. The calculation puts the total energy at -65154.0367 eV.

---

Computed, not measured: C14H42CrO7S7 as an isolated structure in a non-equilibrium geometry, with ωB97M-V/def2-TZVPD.

Structure (XYZ):
```
71
Properties=species:S:1:pos:R:3:forces:R:3:lowdin_charge:R:1
Cr -0.222 -0.098 -0.425 0.95 0.44 0.01 0.6256
C -2.405 -3.866 1.258 0.93 -0.02 0.57 -0.1949
S -1.653 -2.315 1.818 0.05 1.11 -1.33 0.9482
O -1.068 -1.580 0.595 -0.82 -2.27 1.93 -0.6205
C -3.191 -1.429 2.177 -0.55 -0.30 0.33 -0.2074
H -2.887 -3.727 0.291 -0.51 -0.08 0.52 0.0588
H -2.932 -4.195 2.154 -1.02 0.25 -0.37 0.0726
H -1.687 -4.686 1.223 0.63 0.43 -0.51 0.0733
H -3.864 -2.159 2.628 -0.07 0.01 -0.01 0.0676
H -3.662 -1.018 1.284 0.31 -0.27 -0.22 0.0652
H -3.096 -0.626 2.907 0.51 -0.04 -0.08 0.0519
C 3.486 -1.549 -2.463 -0.23 -0.34 -0.52 -0.2191
S 1.779 -1.157 -3.192 1.97 1.03 -0.42 0.9621
O 0.998 -0.564 -2.061 1.37 -0.05 -1.36 -0.6540
C 2.422 0.253 -4.276 0.07 -0.74 0.53 -0.1959
H 3.425 -2.576 -2.103 -0.16 0.21 0.44 0.0418
H 3.814 -0.826 -1.716 -0.69 0.03 0.28 0.0287
H 4.343 -1.572 -3.136 -0.49 0.10 -0.78 0.0649
H 3.230 -0.172 -4.870 -0.08 -0.15 -0.03 0.0573
H 2.858 1.018 -3.632 -0.19 -0.02 0.09 0.0309
H 1.688 0.681 -4.959 -0.26 -0.23 0.34 0.0591
C 3.357 2.294 -0.176 -0.31 1.57 -0.59 -0.1987
S 1.919 2.677 -1.232 -0.89 -1.15 0.82 0.9799
O 0.841 1.724 -0.630 0.64 1.99 -0.41 -0.6212
C 1.465 4.365 -0.640 0.29 -0.71 0.92 -0.1964
H 3.876 1.427 -0.587 -0.32 -0.06 0.39 0.0499
H 3.019 2.293 0.860 -0.01 -0.63 -0.11 0.0541
H 4.002 3.168 -0.262 0.32 -0.04 -0.15 0.0690
H 2.146 5.177 -0.895 0.05 -0.33 -0.76 0.0783
H 1.536 4.337 0.448 -0.32 -0.19 0.18 0.0415
H 0.435 4.558 -0.940 0.24 -0.03 -0.20 0.0520
C -0.226 0.089 4.253 -0.10 -0.48 -0.06 -0.1837
S 0.493 0.880 2.812 -0.28 0.80 -0.06 1.0458
O -0.430 0.848 1.608 1.07 0.66 2.35 -0.4578
C 0.716 2.579 3.515 -0.95 0.54 -0.96 -0.1466
H -0.293 -0.994 4.150 0.10 0.04 -0.39 0.0510
H -1.233 0.474 4.415 0.16 0.30 0.16 0.0864
H 0.475 0.288 5.063 -0.17 0.25 0.13 0.0891
H -0.281 2.961 3.734 -0.23 -0.39 0.52 0.0784
H 1.011 3.292 2.745 0.57 -0.49 -0.32 0.0524
H 1.375 2.675 4.378 0.01 -0.62 -0.08 0.0903
C -2.329 -1.294 -4.312 -0.82 -0.21 1.06 -0.1996
S -2.615 -1.594 -2.503 1.20 -0.79 -1.18 0.9604
O -1.368 -1.041 -1.824 -2.05 -1.18 -1.83 -0.6562
C -2.399 -3.464 -2.641 -0.06 0.32 0.84 -0.1946
H -2.612 -0.271 -4.558 0.21 -0.06 0.08 0.0572
H -3.042 -1.981 -4.769 0.17 0.03 -0.36 0.0610
H -1.292 -1.536 -4.544 -0.15 0.01 0.04 0.0567
H -1.647 -3.814 -3.348 0.12 0.52 0.00 0.0692
H -3.320 -4.012 -2.836 -0.33 0.59 -0.30 0.0674
H -2.131 -3.788 -1.636 0.34 0.17 -0.05 0.0165
C -4.314 2.191 -0.749 -0.05 0.99 0.51 -0.1885
S -3.015 1.909 0.458 -0.03 -0.80 -0.73 0.9616
O -2.118 0.844 -0.148 -0.77 0.47 0.26 -0.5475
C -2.135 3.439 0.355 0.27 0.57 0.68 -0.2283
H -5.194 1.566 -0.593 0.36 -0.20 -0.03 0.0764
H -3.953 2.232 -1.777 0.17 -0.32 0.15 0.0844
H -4.572 3.209 -0.457 -0.51 0.17 -0.20 0.0645
H -2.159 3.912 -0.627 -0.09 -0.06 0.12 0.0857
H -1.113 3.294 0.705 0.08 -0.49 -0.40 0.0319
H -2.552 4.046 1.159 -0.43 0.45 -0.39 0.0742
C 1.859 -2.468 2.344 0.44 -0.65 0.09 -0.2229
S 2.617 -1.876 0.777 -1.07 0.98 2.18 0.9740
O 1.633 -0.755 0.449 1.51 -0.19 0.44 -0.6450
C 4.113 -1.096 1.615 -1.51 -0.03 -0.86 -0.1708
H 2.592 -3.062 2.890 -0.14 -0.37 -0.15 0.0690
H 0.947 -3.030 2.146 0.38 -0.25 -0.34 0.0255
H 1.543 -1.695 3.045 0.42 0.60 -0.48 0.0246
H 4.490 -1.839 2.318 0.45 0.10 -0.40 0.0657
H 3.761 -0.211 2.146 -0.15 -0.09 0.07 0.0493
H 4.745 -0.766 0.791 0.43 -0.38 0.36 0.0482
```
Forces are in eV/Å.

As for the spin multiplicity: 6. Its expectation value of S² is 8.760. The net charge is +3. The calculation puts the total energy at -133768.3568 eV.

---

Computed, not measured: a 2-piece molecular cluster, C6H12N3O3 overall in a non-equilibrium geometry, with ωB97M-V/def2-TZVPD.

Structure (XYZ):
```
24
Properties=species:S:1:pos:R:3:forces:R:3:lowdin_charge:R:1
C 3.267 1.448 0.084 -1.10 1.12 -0.99 -0.0684
C -3.331 -0.265 0.351 2.25 0.65 -1.80 -0.0838
C -1.859 -0.507 0.867 -0.50 0.01 -0.97 -0.0513
C -3.191 1.177 -0.232 1.54 -1.85 4.62 -0.1703
C -0.967 0.388 0.039 -2.27 1.96 -1.55 -0.4305
C 4.876 -0.399 0.252 1.30 1.18 0.44 0.0340
N 2.771 -0.584 -0.939 0.47 -0.58 0.56 0.0166
N 3.701 0.302 -0.265 -0.58 0.34 0.91 -0.0942
N -1.807 1.334 -0.479 1.04 -0.32 -0.82 0.0837
O 2.782 2.489 0.103 0.82 -1.32 0.50 0.3382
O 2.079 -1.400 -0.094 0.98 -1.27 0.27 -0.0089
O 0.225 0.361 -0.232 0.47 -0.56 0.64 0.0113
H -3.497 -0.859 -0.540 -0.23 -0.75 0.21 0.1108
H -4.185 -0.237 0.985 -0.16 -0.71 0.91 0.1055
H -1.745 -0.202 1.856 0.08 0.64 1.98 0.1060
H -1.383 -1.459 0.823 -0.40 -1.25 -0.13 0.1097
H -3.772 1.256 -1.041 -2.22 0.93 -3.00 0.0878
H -3.427 1.770 0.625 -0.83 1.24 0.00 0.1198
H 4.490 -1.022 1.098 0.99 0.69 -0.38 0.1160
H 5.072 -1.046 -0.601 0.66 -0.08 0.27 0.1023
H 5.753 0.413 0.435 -2.13 -2.31 -0.10 0.1700
H -1.599 1.945 -1.245 0.94 0.17 -0.03 0.1534
H 2.309 0.014 -1.580 -1.72 0.28 -0.53 0.1361
H 1.148 -1.222 0.195 0.59 1.80 -1.03 0.1063
```
Forces are in eV/Å.

The net charge is +1. The calculation puts the total energy at -17018.4133 eV.

---

Computed, not measured: CHF3LuMgNO3S2 as an isolated structure in a non-equilibrium geometry, with ωB97M-V/def2-TZVPD.

Structure (XYZ):
```
13
Properties=species:S:1:pos:R:3:forces:R:3:lowdin_charge:R:1
Mg -0.002 2.554 -0.841 -0.85 -0.58 -1.36 1.1736
N 0.123 -0.711 -1.666 0.70 0.52 2.25 -0.4688
S -0.994 0.279 -2.575 -0.41 0.41 -0.06 0.8726
O -0.348 1.767 -2.519 0.32 0.12 0.92 -0.7696
S 0.105 -0.503 -0.150 -0.73 -1.85 -3.05 0.6184
O 0.265 0.956 0.366 1.40 1.50 1.09 -0.5944
O 1.196 -1.230 0.568 0.93 1.09 0.70 -0.4723
C -1.487 -1.053 0.728 -0.79 -0.65 -0.16 -0.6927
F -2.431 -0.156 0.554 0.18 0.33 -0.12 0.1870
F -1.847 -2.203 0.202 0.41 0.39 -0.02 0.2131
F -1.241 -1.201 2.011 0.38 0.14 0.45 0.1806
Lu 2.382 0.403 1.646 -0.23 -0.99 -0.33 1.9127
H 4.280 1.099 1.675 -1.32 -0.42 -0.30 -0.1601
```
Forces are in eV/Å.

The net charge is +2. The calculation puts the total energy at -77553.1535 eV.

---

Computed, not measured: C4H6N2O in the gas phase, with ωB97M-V/def2-TZVPD.

Structure (XYZ):
```
13
Properties=species:S:1:pos:R:3:forces:R:3:lowdin_charge:R:1
C 2.286 -0.016 -0.166 0.12 -0.05 0.07 -0.0802
C 1.011 -0.743 -0.390 -0.37 0.20 -0.28 -0.0871
N 0.114 -0.532 -1.215 0.34 0.25 0.54 0.0471
C -1.105 -0.099 -0.981 -0.19 -0.16 -0.08 -0.1141
C -1.359 0.122 0.415 0.32 -0.15 -0.05 -0.4838
O -2.606 0.449 0.832 -0.11 -0.02 -0.12 0.0687
N -0.381 -0.048 1.235 -0.23 0.05 -0.25 0.1406
H 3.142 -0.693 -0.188 -0.11 0.04 0.03 0.0687
H 2.206 0.409 0.835 0.10 -0.08 -0.08 0.0751
H 2.435 0.798 -0.885 -0.09 -0.15 0.11 0.0789
H -1.855 -0.085 -1.759 0.04 0.00 0.05 0.0982
H -3.189 0.496 0.062 0.01 -0.02 0.15 0.1038
H -0.699 -0.057 2.203 0.17 0.08 -0.08 0.0838
```
Forces are in eV/Å.

The calculation puts the total energy at -9270.4062 eV.

---

Question: Which formula does entry 5 have?
Answer: CHF3LuMgNO3S2

---

Question: Among the records above, which one has the highest total energy?
Answer: CH7N2O2

---

Question: Which of these has the highest total energy?
Answer: CH7N2O2

---

Question: Look up the total energy of the fifth one.
Answer: -77553.1535 eV